Record 1
A molecular structure, C52H47Br4CeF2N4OP at a distorted geometry, computed with ωB97M-V with the def2-TZVPD basis set.

Values from the calculation:
Energy relative to the best compared isomer or geometry (same formula, charge and spin) = 46.78 kJ/mol
E_LUMO (alpha / beta) = -0.096 / -0.103 eV
Gap between HOMO and LUMO (alpha / beta) = 7.1092 / 7.1012 eV
Net charge = 0

Geometry (Å):
Ce1 1.17 0.64 0.00
Br1 -5.69 0.64 4.32
Br2 6.07 2.06 -0.96
Br3 -2.78 -0.28 5.74
Br4 7.44 -3.26 0.08
P1 -1.73 -1.57 -1.04
F1 3.69 -3.03 -3.64
F2 2.96 1.34 -5.22
O1 3.40 1.10 0.37
N1 2.67 -1.41 1.10
N2 0.77 1.47 2.19
N3 -0.55 -0.68 -0.43
N4 1.47 2.67 -1.68
C1 -4.39 -1.68 -0.24
C2 -2.44 -1.01 -2.55
C3 2.07 0.78 -3.16
C4 1.99 0.24 4.07
C5 6.44 -0.69 -0.44
C6 -5.33 -1.92 0.78
C7 -3.05 -1.94 -3.45
C8 -4.00 1.79 0.80
C9 -1.14 5.97 1.17
C10 -2.49 0.36 -2.83
C11 4.24 0.13 0.16
C12 2.63 0.38 -4.33
C13 -3.01 -1.69 0.13
C14 2.72 2.50 3.24
C15 0.63 4.19 -3.85
C16 -2.44 3.76 0.96
C17 1.50 1.58 3.45
C18 2.21 -0.18 -2.15
C19 0.68 -4.61 -2.38
C20 0.17 -5.76 -1.83
C21 -0.31 2.30 1.88
C22 -2.70 -1.66 1.49
C23 -3.81 1.14 4.81
C24 -3.60 -1.42 -4.64
C25 -3.69 -1.76 2.50
C26 2.65 -1.43 -2.30
C27 4.93 -2.21 0.66
C28 0.60 4.69 -2.56
C29 -1.64 -4.42 -0.86
C30 -3.64 -0.04 -4.89
C31 -5.01 -2.00 2.13
C32 3.94 -1.20 0.66
C33 2.27 -2.63 1.41
C34 1.52 2.12 -2.94
C35 0.96 3.89 -1.53
C36 -1.29 4.45 1.45
C37 3.01 -0.91 -4.61
C38 -1.59 1.69 1.67
C39 3.14 -3.74 1.29
C40 4.43 -3.56 0.99
C41 -0.21 3.69 1.92
C42 0.96 -2.74 2.11
C43 1.07 2.91 -4.03
C44 -2.66 2.41 1.16
C45 6.16 -1.92 0.10
C46 5.49 0.32 -0.45
C47 -0.05 -3.39 -2.30
C48 3.08 -1.81 -3.59
C49 0.64 2.28 4.52
C50 -1.10 -3.21 -1.38
C51 -3.03 0.85 -4.02
C52 -0.94 -5.63 -1.03
H1 0.31 5.68 -2.36
H2 3.24 2.67 4.17
H3 1.60 -4.66 -2.94
H4 1.16 -0.48 4.05
H5 -3.26 4.34 0.47
H6 -3.90 1.99 5.48
H7 7.39 -0.54 -0.97
H8 0.83 4.30 -0.56
H9 0.66 -6.71 -1.97
H10 -3.37 1.39 3.84
H11 0.59 -3.84 2.18
H12 -2.59 -4.44 -0.32
H13 0.06 3.13 4.12
H14 -4.67 -1.77 -1.27
H15 3.31 -1.21 -5.63
H16 -4.70 2.06 1.56
H17 0.21 -2.19 1.57
H18 -4.11 -2.13 -5.27
H19 -0.09 1.61 5.04
H20 1.23 2.76 5.29
H21 -4.47 1.98 -0.18
H22 -1.90 6.57 1.60
H23 -2.93 -3.05 -3.30
H24 3.45 2.01 2.57
H25 -1.66 -1.44 1.75
H26 -1.46 -6.53 -0.66
H27 -1.17 6.05 0.04
H28 -2.83 1.89 -4.29
H29 -3.93 0.72 0.90
H30 0.20 4.72 -4.68
H31 2.76 -0.24 3.46
H32 5.07 -4.42 0.86
H33 2.32 0.30 5.10
H34 -6.39 -2.13 0.52
H35 -5.80 -2.19 2.84
H36 -0.21 6.38 1.55
H37 2.70 -4.75 1.53
H38 0.32 -2.65 -3.02
H39 1.09 2.44 -4.99
H40 -1.68 0.61 1.72
H41 1.05 -2.29 3.14
H42 2.75 -2.18 -1.57
H43 -4.14 0.30 -5.81
H44 2.41 3.44 2.74
H45 -3.40 -1.75 3.57
H46 -2.18 1.07 -2.08
H47 0.70 4.20 2.23



Record 2
C5H7NO in the gas phase, computed with ωB97M-V with the def2-TZVPD basis set.

Values from the calculation:
Energy relative to the best compared isomer or geometry (same formula, charge and spin) = 337.52 kJ/mol
E_LUMO = 0.671 eV
Gap between HOMO and LUMO = 9.5146 eV
Net charge = 0

Geometry (Å):
O1 -1.97 -0.12 -0.77
N1 1.42 -0.24 -1.11
C1 -1.64 -1.17 0.12
C2 0.23 0.03 -0.32
C3 0.39 1.18 0.72
C4 -0.92 0.57 -1.16
C5 -0.35 -1.18 0.37
H1 0.18 -1.89 1.00
H2 -2.48 -1.77 0.44
H3 0.80 2.07 0.23
H4 -0.57 1.45 1.18
H5 1.07 0.85 1.51
H6 1.60 0.57 -1.71
H7 2.23 -0.32 -0.50